Entry from OMol25: a cluster of 2 separate species, C3H6N2O in total (ωB97M-V/def2-TZVPD).

ORCA input file:
```
! wB97M-V def2-TZVPD RIJCOSX def2/J DEFGRID3
* xyz 0 1
C -1.42 0.04 0.37
N -0.78 0.01 -1.83
C 0.34 -0.29 -1.43
N 0.50 -0.42 0.05
C 1.31 0.49 0.77
O 1.61 0.32 1.92
H -1.19 -0.07 1.43
H -1.64 1.06 0.08
H -2.13 -0.70 0.01
H 1.28 -0.49 -1.97
H 0.58 -1.37 0.42
H 1.54 1.40 0.19
*
```

Calculated total energy, hartree: -302.492634
Lowest unoccupied orbital energy (alpha / beta), eV: -0.41 / -0.40
Maximum force, hartree/bohr: 0.0136
HOMO energy (alpha / beta), eV: -7.894 / -7.896
Energy above the lowest of the compared OMol25 structures with the same formula, charge and spin, kcal per mole: 125.79
Molecular weight, g mol⁻¹: 86.09